Here is a single C6H8ClN3O4S molecule from the Open Molecules 2025 dataset. Energies are from wB97M-V/def2-TZVPD.

Values from the calculation:
* M: 253.67 g/mol
* LUMO (alpha / beta): 0.0 / -2.5 eV
* spin multiplicity: 3
* expectation value of S²: 2.01
* orbital gap (alpha / beta): 5.8 / 6.7 eV

CARTESIAN COORDINATES (ANGSTROEM)
C (2.04, -0.36, -0.39)
C (-0.64, 1.47, -1.04)
C (0.92, 0.22, -2.40)
C (1.64, -1.35, 0.44)
C (-0.97, 2.80, -0.54)
C (-1.89, -1.17, 1.69)
N (1.76, -0.38, -1.66)
N (0.18, 1.29, -2.06)
N (1.02, -2.56, 0.07)
O (1.01, -3.53, 0.79)
O (0.35, -2.59, -0.98)
O (-0.31, 0.95, 2.21)
O (-0.85, 0.39, -0.23)
S (-1.49, 0.67, 1.47)
Cl (2.49, -1.37, 1.90)
H (2.73, 0.35, -0.04)
H (1.00, -0.09, -3.45)
H (0.01, 3.16, 0.02)
H (-1.68, 2.87, 0.31)
H (-1.21, 3.39, -1.28)
H (-1.55, -1.64, 0.73)
H (-1.55, -1.41, 2.75)
H (-2.99, -1.11, 1.69)

***

Here is a gas-phase ion, C6H8ClN4 (charge +1) from the Open Molecules 2025 dataset. Energies are from wB97M-V/def2-TZVPD.

Values from the calculation:
* M: 171.61 g/mol
* LUMO: -4.9 eV
* charge: +1
* spin multiplicity: 1
* SMILES: Cn1cn[nH+]ccnc(Cl)c1
* orbital gap: 8.9 eV

CARTESIAN COORDINATES (ANGSTROEM)
C (-1.87, -1.61, -1.03)
N (-0.99, -0.48, -0.58)
C (-1.52, 0.79, -0.40)
N (-1.03, 1.47, 0.52)
N (-0.02, 0.94, 1.23)
C (1.31, 1.59, 1.26)
C (2.36, 1.26, 0.53)
N (2.36, 0.36, -0.49)
C (1.47, -0.50, -0.63)
Cl (1.77, -1.74, -1.85)
C (0.16, -0.76, 0.11)
H (-2.63, -1.38, -1.75)
H (-1.31, -2.37, -1.64)
H (-2.23, -2.23, -0.04)
H (-2.29, 1.14, -0.91)
H (-0.40, 1.00, 2.28)
H (1.37, 2.41, 1.94)
H (3.26, 1.71, 0.65)
H (0.23, -1.58, 0.80)

***

Here is a single C6H8F4O3S molecule from the Open Molecules 2025 dataset. Energies are from wB97M-V/def2-TZVPD.

Values from the calculation:
* M: 236.19 g/mol
* LUMO: 0.7 eV
* spin multiplicity: 1
* orbital gap: 10.9 eV

CARTESIAN COORDINATES (ANGSTROEM)
O (0.75, 1.05, 3.45)
S (-0.03, 0.70, 2.29)
O (-0.58, 2.11, 1.73)
C (-1.32, 1.99, 0.50)
C (-0.40, 1.88, -0.71)
C (-0.06, 0.44, -1.09)
C (0.85, -0.28, -0.06)
C (0.34, -1.69, 0.26)
F (-0.99, -1.69, 0.59)
F (1.01, -2.20, 1.33)
C (0.51, -2.71, -0.88)
F (1.76, -2.62, -1.39)
F (-0.36, -2.45, -1.88)
O (1.12, 0.46, 1.12)
H (-1.99, 1.13, 0.57)
H (-1.93, 2.89, 0.48)
H (-0.87, 2.37, -1.56)
H (0.51, 2.44, -0.49)
H (-0.98, -0.12, -1.22)
H (0.45, 0.43, -2.05)
H (1.83, -0.41, -0.49)
H (0.36, -3.72, -0.50)